--- w ---
Density functional theory data (wB97M-V/def2-TZVPD) for C15H25NO4 as an isolated structure.

The spin multiplicity is 1. The value obtained for the HOMO-LUMO gap is 8.91 eV.

Cartesian coordinates (Å):
1 C -3.61636 -2.66386 -0.99724
2 C -4.25199 -2.05849 0.10132
3 O -4.48552 -0.57755 -0.08291
4 C -3.56098 0.18751 0.07985
5 C -3.89348 1.37315 -0.34290
6 C -3.02556 2.44770 0.00909
7 C -1.77303 2.09746 0.56897
8 C -1.39939 0.92595 0.57117
9 C -2.39119 -0.06161 0.45274
10 H -2.01945 -1.14597 0.78220
11 H -0.44742 0.81812 1.02721
12 O -0.94330 3.39320 0.42480
13 C 0.49575 2.94433 0.88863
14 C 1.49584 2.82747 -0.05574
15 O 1.38309 1.33883 -0.46479
16 C 2.09566 0.85914 -1.29207
17 C 3.70727 0.64969 -1.03301
18 N 3.94499 0.14234 0.27022
19 H 3.35352 0.52954 0.79234
20 C 4.17272 -1.18437 0.33221
21 C 2.89611 -2.11034 0.02003
22 O 1.94393 -1.63440 1.29956
23 C 0.81542 -2.26063 1.13303
24 H 0.23409 -2.08129 0.31690
25 H 0.23682 -1.84879 1.68284
26 H 1.01658 -3.44274 1.13267
27 H 3.22990 -3.35301 0.20859
28 H 2.49345 -1.81636 -0.90034
29 H 4.60436 -1.49144 1.28274
30 H 4.92390 -1.53816 -0.52091
31 H 4.08610 1.94254 -1.10587
32 H 4.15284 0.24963 -2.01308
33 H 2.04922 1.56971 -2.28127
34 H 1.74474 -0.22880 -1.65929
35 H 2.45131 2.95170 0.24559
36 H 1.28273 3.50314 -0.97278
37 H 0.78262 4.11478 1.22175
38 H 0.51661 2.41279 2.07940
39 H -3.22080 3.60816 -0.25026
40 H -5.02939 1.91475 -0.43806
41 H -5.32339 -2.56617 0.34638
42 H -4.00625 -2.17267 1.28005
43 H -3.64579 -3.77572 -0.89748
44 H -4.28482 -2.63965 -1.96684
45 H -2.79146 -2.14961 -1.27545

Partial atomic charges computed with the Löwdin method, in multiples of e: C -0.109; C -0.239; O 0.024; C -0.593; C 0.005; C 0.020; C -0.261; C -0.062; C -0.010; H 0.161; H 0.103; O -0.109; C -0.186; C -0.131; O -0.125; C -0.439; C -0.172; N -0.063; H 0.018; C -0.267; C -0.027; O -0.148; C -0.263; H 0.052; H -0.016; H 0.144; H 0.187; H 0.045; H 0.109; H 0.151; H 0.159; H 0.129; H 0.147; H 0.139; H 0.082; H 0.180; H 0.176; H 0.223; H 0.164; H 0.197; H 0.157; H 0.167; H 0.109; H 0.136; H 0.037

--- x ---
Density functional theory data (wB97M-V/def2-TZVPD) for one molecule with the formula C15H25NO4.

The spin multiplicity is 1. As for the SMILES: CCO[C@H]1OC(C(=O)NC2CC2)=C[C@@H](C)[C@@H]1CCCO. The value obtained for the HOMO-LUMO gap is 9.65 eV.

Cartesian coordinates (Å):
1 C -1.01230 -4.37142 -0.75611
2 C -0.80907 -2.93389 -1.20197
3 O 0.32206 -2.41382 -0.52375
4 C 0.68438 -1.12287 -0.89934
5 O -0.34453 -0.19390 -0.64184
6 C -0.50883 0.10721 0.69554
7 C -1.82221 0.72312 1.04097
8 O -2.12770 1.01243 2.18322
9 N -2.62428 0.91960 -0.02788
10 C -3.91109 1.51809 0.06334
11 C -4.99439 1.09045 -0.87921
12 C -4.37401 2.45270 -1.01302
13 C 0.41834 -0.11781 1.62400
14 C 1.76740 -0.69088 1.32936
15 C 1.93297 -2.05662 2.00312
16 C 1.99579 -0.75030 -0.19134
17 C 2.51052 0.58296 -0.74608
18 C 3.98982 0.82114 -0.45062
19 C 4.44296 2.19218 -0.95808
20 O 3.74484 3.25834 -0.36363
21 H -1.86686 -4.80043 -1.27155
22 H -0.12574 -4.95801 -0.98049
23 H -1.18792 -4.40395 0.31547
24 H -1.69685 -2.33140 -0.96653
25 H -0.63520 -2.88194 -2.28823
26 H 0.81013 -1.07260 -1.99797
27 H -2.26711 0.67622 -0.93975
28 H -4.15547 1.73255 1.09547
29 H -6.00249 1.01453 -0.50342
30 H -4.75162 0.35022 -1.62687
31 H -4.95387 3.31630 -0.72839
32 H -3.71422 2.62730 -1.84949
33 H 0.17812 0.13372 2.64452
34 H 2.51351 -0.01681 1.76670
35 H 2.94858 -2.42199 1.86681
36 H 1.73167 -1.97262 3.06846
37 H 1.24244 -2.77114 1.56703
38 H 2.71357 -1.54247 -0.42281
39 H 1.92131 1.40263 -0.32987
40 H 2.37092 0.59954 -1.82970
41 H 4.17505 0.76424 0.62522
42 H 4.59449 0.05174 -0.93391
43 H 4.24648 2.28095 -2.02906
44 H 5.52553 2.30420 -0.79397
45 H 3.84347 3.19903 0.59348

Partial atomic charges computed with the Löwdin method, in multiples of e: C -0.062; C -0.245; O -0.083; C -0.332; O 0.004; C -0.160; C -0.425; O 0.068; N 0.119; C -0.282; C -0.101; C -0.099; C 0.042; C -0.301; C -0.042; C -0.203; C -0.151; C -0.178; C -0.282; O -0.064; H 0.075; H 0.077; H 0.078; H 0.122; H 0.125; H 0.168; H 0.143; H 0.146; H 0.095; H 0.097; H 0.095; H 0.099; H 0.130; H 0.135; H 0.081; H 0.080; H 0.073; H 0.154; H 0.127; H 0.125; H 0.108; H 0.118; H 0.119; H 0.114; H 0.091

Least stable structure: w

--- w ---
Density functional theory data (wB97M-V/def2-TZVPD) for C25H22I2N4O6RuSi as an isolated structure.

The spin multiplicity is 2. Its charge is -1. The value obtained for the HOMO-LUMO gap (spin up / spin down) is 6.49 / 6.33 eV.

Cartesian coordinates (Å):
1 Ru -0.36369 -0.53809 0.01435
2 I 4.02615 -1.50012 2.65308
3 C 3.02968 0.28477 2.27689
4 C 3.44701 1.47003 2.90052
5 C 2.81994 2.66305 2.65884
6 I 3.51735 4.37479 3.63557
7 C 1.71891 2.72789 1.76737
8 C 0.98579 3.89025 1.43489
9 C -0.05403 3.81048 0.55525
10 C -0.39866 2.56820 -0.00412
11 N 0.25722 1.47074 0.29217
12 C 1.30941 1.52772 1.15834
13 C 1.96248 0.26636 1.39149
14 O 1.55336 -0.76932 0.73804
15 H 4.28246 1.42985 3.58622
16 H 1.25300 4.83511 1.88899
17 H -0.63317 4.68409 0.29176
18 H -1.23087 2.46589 -0.68932
19 O -3.20514 0.86835 2.47867
20 C -2.49804 0.41892 1.60194
21 O -1.38453 -0.21852 1.77110
22 C -2.92893 0.58573 0.10220
23 O -3.96491 1.11723 -0.21489
24 O -2.06152 0.11372 -0.77507
25 C -0.82289 -3.27292 2.88761
26 Si -1.52275 -3.36947 1.15474
27 C -3.35013 -2.95355 1.17623
28 C -1.33093 -5.14118 0.54857
29 O -0.69862 -2.44838 0.08362
30 H -1.33454 -3.97670 3.55119
31 H -0.93834 -2.26442 3.28686
32 H 0.24205 -3.52087 2.88563
33 H -3.91545 -3.71487 1.72228
34 H -3.75004 -2.89677 0.16017
35 H -3.53146 -1.99523 1.66640
36 H -1.82564 -5.85021 1.21831
37 H -0.27259 -5.40816 0.49269
38 H -1.76114 -5.26082 -0.44912
39 C 2.35816 -1.63920 -3.16392
40 C 1.58137 -1.56399 -1.97732
41 N 0.47744 -0.88713 -1.83958
42 C -0.10586 -0.25991 -2.99522
43 C 0.72019 -0.26709 -4.24660
44 C 1.94758 -0.94447 -4.26541
45 C 0.09044 0.32923 -5.32170
46 C -1.28714 0.55015 -5.27909
47 C -2.05055 -0.25097 -4.41163
48 C -3.40190 -0.61162 -4.60615
49 C -3.93768 -1.59117 -3.82891
50 N -3.24274 -2.26939 -2.88227
51 C -2.02480 -1.86538 -2.66495
52 N -1.43099 -0.86656 -3.35890
53 H 3.28066 -2.20003 -3.15442
54 H 1.93283 -2.03704 -1.06913
55 H -0.38826 0.77481 -2.74423
56 H 2.54229 -0.93579 -5.17270
57 H 0.64129 0.53090 -6.23506
58 H -1.80340 1.03405 -6.09563
59 H -3.97173 -0.13151 -5.38855
60 H -4.97137 -1.89088 -3.95380
61 H -1.43158 -2.32224 -1.87774

Partial atomic charges computed with the Löwdin method, in multiples of e: Ru 1.412; I 0.881; C -0.654; C -0.236; C -0.678; I 0.868; C -0.208; C -0.041; C -0.029; C -0.089; N 0.015; C -0.124; C -0.423; O -0.225; H 0.072; H 0.059; H 0.108; H 0.117; O 0.064; C -0.590; O -0.160; C -0.539; O 0.085; O -0.199; C -0.165; Si 0.284; C -0.149; C -0.179; O -0.477; H 0.024; H 0.021; H 0.025; H 0.027; H 0.025; H 0.022; H 0.020; H 0.021; H 0.020; C -0.070; C -0.105; N -0.053; C -0.219; C -0.193; C -0.042; C -0.047; C -0.049; C -0.199; C 0.000; C -0.112; N 0.107; C -0.103; N 0.084; H 0.091; H 0.110; H 0.151; H 0.113; H 0.114; H 0.097; H 0.110; H 0.107; H 0.103

--- x ---
Density functional theory data (wB97M-V/def2-TZVPD) for C25H22I2N4O6RuSi as an isolated structure.

The spin multiplicity is 2. Its charge is -1. The value obtained for the HOMO-LUMO gap (spin up / spin down) is 6.41 / 6.16 eV.

Cartesian coordinates (Å):
1 Ru 0.09536 0.06071 0.10772
2 I -1.13431 -2.82771 4.33073
3 C 0.20386 -3.16086 2.77743
4 C 0.95462 -4.34176 2.74346
5 C 1.85956 -4.59269 1.74232
6 I 2.87214 -6.42298 1.74270
7 C 2.07691 -3.63384 0.72032
8 C 2.99012 -3.75315 -0.35368
9 C 3.10958 -2.74002 -1.26539
10 C 2.32473 -1.58214 -1.12911
11 N 1.46244 -1.45491 -0.14626
12 C 1.31272 -2.45407 0.77045
13 C 0.31719 -2.19156 1.78211
14 O -0.37194 -1.10149 1.73007
15 H 0.80172 -5.07295 3.52613
16 H 3.59756 -4.64399 -0.43496
17 H 3.80005 -2.81464 -2.09423
18 H 2.36835 -0.75087 -1.82226
19 O -3.56362 1.62176 0.04116
20 C -2.51099 1.03572 -0.10151
21 O -1.38035 1.40276 0.42259
22 C -2.42161 -0.25867 -0.99884
23 O -3.32997 -0.57517 -1.73303
24 O -1.29986 -0.92715 -0.89661
25 C -1.45668 2.35663 -2.98300
26 Si 0.36024 1.96709 -2.75143
27 C 1.27817 3.61257 -2.59033
28 C 0.99781 1.13053 -4.31323
29 O 0.71406 1.03725 -1.48347
30 H -1.59517 3.04458 -3.82282
31 H -1.87797 2.82125 -2.08909
32 H -2.04397 1.45799 -3.18404
33 H 1.20459 4.18515 -3.51891
34 H 2.33773 3.45716 -2.37250
35 H 0.85486 4.23117 -1.79442
36 H 0.79092 1.73402 -5.20075
37 H 0.51105 0.16123 -4.44227
38 H 2.07696 0.96400 -4.26331
39 C 2.16802 3.35563 1.92157
40 C 1.50207 2.51190 1.05602
41 N 1.40039 1.19562 1.28776
42 C 1.96730 0.68849 2.37759
43 C 2.65633 1.46462 3.30713
44 C 2.73173 2.83173 3.07321
45 C 3.16584 0.86069 4.54481
46 C 3.74437 -0.33257 4.72401
47 C 4.21398 -1.29686 3.71832
48 C 4.51765 -2.60132 4.09889
49 C 5.04490 -3.43616 3.13190
50 N 5.26046 -3.03371 1.88258
51 C 4.91745 -1.77702 1.61644
52 N 4.41710 -0.88810 2.45762
53 H 2.21183 4.41352 1.70561
54 H 1.00712 2.85816 0.16054
55 H 1.82775 -0.36874 2.54232
56 H 3.22721 3.47908 3.78686
57 H 2.99778 1.45790 5.43588
58 H 3.95845 -0.63045 5.74468
59 H 4.34831 -2.94773 5.10902
60 H 5.30018 -4.46366 3.36349
61 H 5.06854 -1.43922 0.59637

Partial atomic charges computed with the Löwdin method, in multiples of e: Ru 1.415; I 0.892; C -0.662; C -0.241; C -0.679; I 0.878; C -0.223; C -0.058; C -0.046; C -0.085; N -0.004; C -0.135; C -0.447; O -0.200; H 0.072; H 0.064; H 0.107; H 0.108; O 0.067; C -0.571; O -0.158; C -0.565; O 0.058; O -0.171; C -0.152; Si 0.261; C -0.186; C -0.181; O -0.464; H 0.029; H 0.032; H 0.034; H 0.020; H 0.022; H 0.017; H 0.020; H 0.027; H 0.016; C -0.038; C -0.087; N -0.029; C -0.054; C -0.195; C -0.019; C -0.029; C -0.032; C -0.270; C -0.003; C -0.146; N 0.093; C -0.201; N 0.150; H 0.106; H 0.091; H 0.107; H 0.115; H 0.113; H 0.104; H 0.111; H 0.092; H 0.110

Least stable structure: w